# 1
Here is C5H5NO in the gas phase at a distorted geometry from the OMol25 dataset. Energies are from ωB97M-V with the def2-TZVPD basis set.

Summary:
- relative energy (zero: lowest compared OMol25 entry of this formula, charge and spin) (kcal per mole) = 99.4
- structure (SMILES) = C#C[C@@H](C#N)CO
- 2S+1 = 1
- net charge = 0

Atoms and positions in Å:
C: 1.18230 -1.67248 0.49512
C: 0.94183 -0.51676 0.79962
C: -0.39279 -0.12865 0.13781
C: -1.42981 -0.07526 1.16390
N: -2.25888 -0.07595 1.96899
C: -0.19597 1.15470 -0.65417
O: 0.87048 1.00848 -1.55484
H: 1.16481 -2.66315 0.12062
H: -0.70540 -0.90181 -0.58162
H: -0.04266 1.96863 0.06272
H: -1.09276 1.33104 -1.24979
H: 1.68151 0.90103 -1.03575

Atomic partial charges in e from the natural (NBO) method, atoms 1 to 8: C -0.061; C -0.144; C -0.349; C 0.280; N -0.296; C -0.045; O -0.701; H 0.237

# 2
Here is a 2-piece molecular cluster, C20H19N5O7S overall at a distorted geometry from the OMol25 dataset. Energies are from ωB97M-V with the def2-TZVPD basis set.

Summary:
- relative energy (zero: lowest compared OMol25 entry of this formula, charge and spin) (kcal per mole) = 281.6
- structure (SMILES) = O=[N+]([O-])c1cc([N+](=O)[O-])c2no[n+]([O-])c2c1.CO/C(=C1\SC(C)=C(C)N1C)c1ccccc1
- 2S+1 = 1
- net charge = 0

Atoms and positions in Å:
O: 1.16184 -2.46863 3.89129
N: 0.57118 -2.08773 2.85382
O: -0.34864 -1.23700 2.87700
C: 0.91139 -2.71073 1.58988
C: 1.72905 -3.86741 1.63989
C: 1.76736 -4.74135 0.56337
N: 2.71396 -5.86185 0.55354
O: 3.03649 -6.40514 -0.51939
O: 3.18683 -6.18957 1.66015
C: 0.81930 -4.51481 -0.51943
N: 0.27148 -5.44411 -1.32813
O: -0.74832 -4.77589 -1.99743
N: -0.81137 -3.41659 -1.57583
O: -1.59746 -2.61995 -2.07273
C: 0.16536 -3.26999 -0.59019
C: 0.24198 -2.28756 0.40529
H: 2.27653 -4.09828 2.54007
H: -0.37911 -1.40522 0.29997
C: 2.29839 0.20075 1.24356
O: 0.97031 0.74644 1.18153
C: 0.26453 0.80230 0.03000
C: -1.05313 1.27039 0.31218
S: -1.79645 0.79002 1.85132
C: -2.74551 2.20565 1.86457
C: -3.56481 2.55316 3.03853
C: -2.53392 2.99614 0.77465
C: -3.18907 4.31151 0.50820
N: -1.49484 2.53530 -0.00390
C: -0.91667 3.32947 -1.09846
C: 0.87262 0.89321 -1.29082
C: 0.09823 0.42485 -2.37729
C: 0.49211 0.68542 -3.69182
C: 1.66968 1.39671 -3.93283
C: 2.46297 1.83349 -2.86889
C: 2.09430 1.55765 -1.54641
H: 3.01810 1.01913 1.32205
H: 2.27399 -0.36003 2.17525
H: 2.52324 -0.45994 0.39051
H: -4.28644 3.32503 2.77643
H: -4.10256 1.67434 3.39661
H: -2.94914 2.92912 3.86243
H: -4.13123 4.37419 1.06393
H: -2.57261 5.15834 0.84398
H: -3.43867 4.45104 -0.55336
H: -1.38803 4.31796 -1.11714
H: 0.16514 3.48604 -0.97778
H: -1.10734 2.82941 -2.05645
H: -0.81593 -0.12088 -2.14287
H: -0.13121 0.31791 -4.50935
H: 1.96672 1.62563 -4.96026
H: 3.36910 2.40285 -3.06186
H: 2.71029 1.89922 -0.71736

Atomic partial charges in e from the natural (NBO) method, atoms 1 to 8: O -0.380; N 0.477; O -0.368; C 0.058; C -0.140; C 0.022; N 0.503; O -0.337

no.,E_tot (hartree),HOMO level (eV)
1,-323.3613,-10.65
2,-1971.6931,-6.05